53
Properties=species:S:1:pos:R:3:forces:R:3:lowdin_spin:R:1 method="wB97M-V/def2-TZVPD" homo_energy_ev="-13.809 / -13.804" s_squared=0.755 gap_ev="10.33 / 5.54" multiplicity=2 charge=+1 lumo_energy_ev="-3.474 / -8.260" largest_force_ha_per_bohr=0.07875
O -0.6206 0.0981 2.6627 -0.991 0.744 -1.534 0.02
C -1.2050 0.5557 1.6903 -0.398 -0.790 1.147 0.00
C -0.5081 0.7184 0.3434 2.343 -0.213 2.133 0.10
N -1.1960 1.3712 -0.6867 -0.626 -2.794 0.511 0.63
C -0.9914 1.0488 -2.1007 1.712 1.016 -1.614 0.03
N -1.5612 -0.2809 -2.4011 1.224 0.132 -0.870 0.07
H -2.2649 0.8005 1.7968 -0.026 0.079 -0.220 0.00
H -0.1237 -0.3557 0.0925 0.016 1.797 -0.370 0.04
H 0.3984 1.3395 0.6248 -0.219 -0.865 -0.606 0.04
H -2.1653 1.3269 -0.4441 -1.330 0.894 -0.016 0.01
H -1.4362 1.9704 -2.5653 0.145 -1.374 -0.377 0.01
H 0.1142 1.0917 -2.2983 -1.144 0.083 0.242 0.00
H -0.7555 -0.9742 -2.4699 -1.057 0.911 0.393 0.00
H -1.9249 -0.3115 -3.3827 -0.073 0.400 1.302 0.00
H 0.5798 3.4163 -4.0376 -0.647 0.849 0.941 0.00
H 1.9779 2.8047 -3.7107 -0.690 0.426 -0.293 0.00
O 1.2925 2.9201 -4.3901 1.395 -1.340 -0.730 0.00
H -2.3068 3.3521 2.3039 0.065 0.852 0.109 0.00
H -3.5820 3.2952 1.3447 0.380 0.376 0.528 0.00
O -2.9924 2.8061 1.9354 -0.523 -0.913 -0.730 0.00
H 1.8025 -2.8431 1.0480 -0.344 -0.365 -0.049 0.00
H 1.9352 -1.5131 1.8065 0.362 0.334 0.440 0.00
O 2.1680 -1.9621 0.9868 0.353 0.154 -0.309 0.00
H 1.9067 1.0872 -0.9682 -0.754 -0.460 0.562 0.00
H 2.9593 1.7940 -1.4891 -0.132 1.278 0.904 0.00
O 2.2431 1.9950 -0.8293 1.025 -1.029 -1.382 0.00
H -0.8001 -3.0493 2.7731 0.321 -0.379 0.160 0.00
H 0.7074 -2.6773 3.2149 0.546 0.986 1.533 0.00
O 0.1517 -3.1589 2.6466 -0.097 -1.339 -1.923 0.00
H 2.7184 2.2365 1.4246 -0.604 -1.094 -2.641 0.00
H 3.6057 2.2321 2.5573 0.509 0.192 0.451 0.00
O 2.8700 2.7215 2.1912 0.187 0.898 2.066 0.00
H 0.2631 -4.8831 0.0543 -0.757 0.512 0.502 0.00
H -0.7191 -3.5788 -0.2880 -0.216 -0.661 1.176 0.00
O -0.0373 -4.1947 -0.5479 0.836 0.131 -1.469 0.00
H -2.5898 -2.3135 1.8461 0.141 0.327 0.229 0.00
H -1.8296 -2.1366 3.2422 -1.329 0.405 -0.446 0.00
O -2.4771 -2.6720 2.7390 0.362 -0.062 0.666 0.00
H 1.3289 -1.3200 -1.7983 0.102 -1.253 -0.427 0.00
H 1.8963 -1.0692 -0.2295 -0.370 -0.548 -1.720 0.00
O 1.6052 -0.6837 -1.1508 0.328 1.804 1.876 0.02
H -3.4935 -0.9294 -0.0927 -1.523 0.670 -0.696 0.00
H -2.0377 -1.2415 -0.4228 -1.003 -0.304 0.093 0.00
O -2.7640 -1.4232 0.2130 2.297 -0.514 0.262 0.00
H -0.4186 3.8597 -1.2315 0.096 0.580 -0.588 0.00
H 1.0121 3.4902 -1.3035 0.078 0.180 -0.877 0.00
O 0.3072 3.8672 -1.8831 -0.305 -0.622 1.644 0.02
H 0.8737 -3.0152 -3.5034 -0.268 0.050 0.683 0.00
H 0.4135 -3.2714 -2.0363 -0.156 -2.778 2.137 0.00
O 0.5164 -2.6308 -2.6829 0.360 2.674 -3.020 0.00
H 2.2972 0.5771 3.3823 0.093 -0.370 -0.120 0.00
H 0.9346 -0.0418 2.9933 1.606 -0.389 0.075 0.00
O 1.9221 -0.2452 3.0308 -1.299 0.719 0.263 0.00



14
Properties=species:S:1:pos:R:3:forces:R:3:lowdin_charge:R:1 method="wB97M-V/def2-TZVPD" homo_energy_ev=-9.855 smiles="C=C(C)C#N.C=O" gap_ev=9.96 multiplicity=1 charge=0 lumo_energy_ev=0.105 largest_force_ha_per_bohr=0.02370
C 0.9551 0.5524 0.5149 0.193 0.177 -0.296 0.06
C 0.1695 -0.5178 0.4693 0.964 -0.081 0.493 -0.36
C -0.1017 -1.0774 1.8452 -0.358 -0.412 0.210 -0.07
C 0.0700 -1.3584 -0.6981 0.133 -0.616 -0.608 -0.20
N -0.0190 -2.0503 -1.6251 -0.016 0.779 0.937 0.16
H 0.9069 1.1658 1.4100 0.412 -0.196 0.020 0.09
H 1.7493 0.7128 -0.1827 -0.279 0.795 -0.828 0.08
H -0.8028 -0.4923 2.4423 -0.161 -0.172 -0.146 0.09
H 0.8671 -1.0719 2.3610 -0.473 -0.183 0.051 0.08
H -0.4088 -2.1100 1.7415 -0.372 -0.159 0.322 0.08
C -0.8535 1.5600 -2.0729 0.279 0.107 -0.045 -0.15
O 0.2866 1.9504 -2.0797 -0.551 -0.119 -0.076 -0.02
H -1.1775 0.6720 -2.6481 0.107 0.088 0.017 0.08
H -1.6411 2.0646 -1.4777 0.122 -0.009 -0.052 0.08



19
Properties=species:S:1:pos:R:3:forces:R:3:lowdin_charge:R:1 method="wB97M-V/def2-TZVPD" homo_energy_ev=-13.743 smiles="C/C=C(/C)[NH2+]CO" gap_ev=10.56 multiplicity=1 charge=+1 lumo_energy_ev=-3.183 largest_force_ha_per_bohr=0.13446
C -2.1391 -0.4273 -0.1816 -2.355 -0.788 -0.315 -0.11
C -0.9134 -0.4725 -1.0099 5.673 -0.520 3.918 -0.05
C 0.4888 -0.5456 -0.6539 -4.697 0.782 0.221 -0.17
C 1.6419 -0.1426 -1.5373 -0.886 -2.343 -1.472 -0.04
N 0.8167 -0.5225 0.8842 0.166 1.020 -2.044 0.11
C 0.6130 0.8248 1.5883 -0.026 1.601 0.452 -0.18
O -0.7313 1.2160 1.5583 0.071 0.635 -1.114 -0.06
H -2.6601 0.5438 -0.3172 0.369 -0.246 -0.210 0.10
H -2.8944 -1.1394 -0.6681 0.990 0.753 0.844 0.12
H -2.1667 -0.5530 0.9201 0.643 -0.327 -0.851 0.09
H -1.0591 -0.5174 -2.0212 -0.354 0.154 -2.542 0.08
H 1.3484 -0.2821 -2.6288 -0.041 0.893 1.402 0.13
H 2.5309 -0.7867 -1.5468 -0.104 0.113 0.819 0.09
H 1.8541 0.8450 -1.2359 0.739 1.350 -0.358 0.07
H 0.2987 -1.2798 1.3256 0.039 0.077 0.274 0.18
H 1.8257 -0.6527 0.9756 -0.078 -0.693 -0.013 0.17
H 0.9135 0.6327 2.6735 -0.649 0.325 -1.404 0.16
H 1.3674 1.6176 1.1663 -1.421 -1.686 0.382 0.17
H -1.1349 1.6416 0.7089 1.922 -1.098 2.011 0.16



Table of energy above the lowest of the compared OMol25 structures with the same formula, charge and spin (kJ/mol), in record order: 0.0 266.0 211.6
Table of total energy (hartree), in record order: -1297.20539 -324.62316 -327.37899